No. 1
Here is a cluster of 4 separate species, C16H22Br2N2O in total from the OMol25 dataset. Energies are from wB97M-V/def2-TZVPD.

The calculation puts the maximum force at 3.46 eV/Å. For the total energy, the calculation gives -5955.5404 a.u. The value obtained for the energy above the lowest of the compared OMol25 structures with the same formula, charge and spin is 196.1 kJ/mol. The molecular weight comes out at 418.17 g mol⁻¹. For the HOMO energy, the calculation gives -9.285 eV. The LUMO energy comes out at 0.53 eV.

Geometry (Å):
Br  -0.623  -1.761  -1.737
C  -0.796  -1.442  0.171
C  -1.850  -2.342  0.685
Br  -2.229  -1.809  2.529
H  -1.047  -0.395  0.342
H  0.172  -1.412  0.672
H  -1.436  -3.340  0.539
H  -2.761  -2.178  0.109
N  -3.048  -9.359  -0.247
C  -3.017  -8.796  -1.516
C  -3.965  -9.126  -2.520
C  -4.753  -10.301  -2.235
C  -4.580  -10.988  -1.084
C  -3.908  -10.402  -0.048
H  -2.216  -8.093  -1.691
H  -3.991  -8.550  -3.434
H  -5.495  -10.804  -2.836
H  -5.192  -11.877  -1.056
H  -3.961  -10.880  0.919
N  -0.034  5.636  -3.501
C  1.169  5.071  -3.220
C  2.351  5.705  -3.714
C  2.257  6.814  -4.554
C  1.002  7.434  -4.738
C  -0.097  6.817  -4.108
H  1.240  4.197  -2.590
H  3.368  5.369  -3.573
H  3.147  7.288  -4.942
H  0.966  8.317  -5.359
H  -1.018  7.359  -4.263
C  4.005  4.721  4.405
C  3.670  3.278  4.304
C  2.245  3.211  3.932
O  1.654  4.421  4.615
C  2.666  5.325  4.989
H  4.221  5.163  3.432
H  4.885  4.934  5.012
H  3.734  2.775  5.268
H  4.279  2.843  3.511
H  1.617  2.328  4.050
H  2.159  3.463  2.875
H  2.751  5.083  6.048
H  2.458  6.305  4.560

Atoms 1-2, force components in eV/Å:
0.257 0.093 0.099
0.574 2.144 0.110

=====

No. 2
Here is a structure of composition C14H16N4O2PdS2 from the OMol25 dataset. Energies are from wB97M-V/def2-TZVPD.

The calculation puts the maximum force at 1.10 eV/Å. For the total energy, the calculation gives -1836.2095 a.u. As for the expectation value of S²: 6.049. The charge is +2. The multiplicity is 5. The molecular weight comes out at 442.86 g mol⁻¹. For the HOMO energy (spin up / spin down), the calculation gives -15.152 / -15.143 eV. The LUMO energy (spin up / spin down) comes out at -6.12 / -9.54 eV.

Geometry (Å):
Pd  1.270  0.422  -0.360
N  3.680  0.681  0.040
C  4.604  -0.399  -0.322
C  4.272  -1.728  0.293
C  2.893  -2.370  -0.381
O  2.861  -3.559  -0.160
O  2.196  -1.533  -0.962
H  3.958  1.532  -0.432
H  3.686  0.861  1.038
H  5.621  -0.172  0.027
H  4.652  -0.472  -1.407
H  4.014  -1.681  1.352
H  5.053  -2.464  0.123
S  1.581  2.874  -0.573
C  -0.088  2.935  -0.436
N  -0.759  1.783  -0.408
C  -2.079  1.983  -0.265
C  -3.079  0.989  -0.213
C  -4.379  1.384  -0.099
C  -4.729  2.759  -0.022
C  -3.773  3.755  -0.057
C  -2.447  3.372  -0.185
S  -1.057  4.382  -0.299
H  -2.799  -0.053  -0.262
H  -5.169  0.647  -0.063
H  -5.772  3.032  0.064
H  -4.042  4.800  0.009
C  -0.811  -1.830  -1.571
C  -0.735  -1.818  -0.083
N  -0.071  -0.957  0.690
C  -0.296  -1.313  2.001
C  -1.102  -2.403  2.025
N  -1.370  -2.699  0.712
H  -0.280  -0.981  -1.991
H  -1.844  -1.792  -1.918
H  -0.364  -2.742  -1.969
H  0.126  -0.773  2.831
H  -1.500  -2.974  2.846
H  -1.923  -3.476  0.388

Atoms 1-2, force components in eV/Å:
0.392 -0.103 0.690
-0.633 -0.306 -0.023

=====

No. 3
Here is a cluster of 2 separate species, C2H5O3 in total from the OMol25 dataset. Energies are from wB97M-V/def2-TZVPD.

The calculation puts the maximum force at 0.72 eV/Å. For the total energy, the calculation gives -304.8171 a.u. As for the expectation value of S²: 0.754. The multiplicity is 2. The value obtained for the energy above the lowest of the compared OMol25 structures with the same formula, charge and spin is 123.2 kJ/mol. The molecular weight comes out at 77.06 g mol⁻¹. For the HOMO energy (spin up / spin down), the calculation gives -10.217 / -10.214 eV. The LUMO energy (spin up / spin down) comes out at 0.77 / -3.95 eV.

Geometry (Å):
C  1.942  -0.474  0.217
O  0.785  -1.038  0.832
H  2.816  -1.069  0.468
H  1.871  -0.463  -0.876
H  2.075  0.547  0.580
O  -2.768  1.318  -1.536
C  -2.454  0.743  -0.541
O  -1.240  0.473  -0.101
H  -3.144  0.314  0.216
H  0.116  -0.351  0.741

Atoms 1-2, force components in eV/Å:
-0.156 0.004 0.032
0.383 0.171 -0.123